1.
{"formula": "C23H23AsN4O2S7W", "method": "ωB97M-V/def2-TZVPD", "elements": ["W", "S", "C", "C", "C", "C", "N", "C", "C", "C", "S", "C", "N", "H", "H", "O", "C", "C", "C", "C", "C", "C", "C", "N", "C", "C", "N", "H", "H", "H", "H", "H", "H", "H", "S", "As", "S", "S", "S", "C", "C", "C", "S", "O", "C", "C", "C", "H", "H", "H", "H", "H", "H", "H", "H", "H", "H", "H", "H", "H", "H"], "xyz": [[0.43445, 2.52396, 0.21103], [0.77564, 0.00317, -0.48692], [2.30077, -0.13110, -1.29179], [2.90007, -1.37381, -1.49577], [4.12640, -1.50086, -2.14133], [4.70903, -2.79550, -2.29998], [5.17601, -3.84262, -2.41204], [4.77940, -0.34639, -2.60695], [4.18589, 0.89651, -2.40805], [2.95878, 1.03057, -1.76004], [2.25375, 2.60754, -1.59201], [6.04091, -0.42956, -3.27256], [7.05913, -0.47790, -3.80907], [2.39818, -2.26297, -1.13569], [4.68840, 1.78615, -2.76623], [-0.72553, 1.28483, 1.37616], [-0.46910, 0.67591, 2.49837], [-1.57992, 0.18418, 3.21918], [-1.43958, -0.51321, 4.39336], [-0.17199, -0.74581, 4.92871], [0.92470, -0.25347, 4.25575], [0.81953, 0.45220, 3.04773], [2.05048, 0.94119, 2.43324], [2.20662, 1.84524, 1.47928], [3.55343, 2.01341, 1.27098], [4.23671, 1.19323, 2.10394], [3.28038, 0.52502, 2.83682], [-2.55426, 0.39588, 2.79875], [-2.32208, -0.86666, 4.91505], [-0.04855, -1.27827, 5.86280], [1.89786, -0.39485, 4.71176], [3.90583, 2.71363, 0.53441], [5.28872, 1.02007, 2.23821], [3.44834, -0.24465, 3.45565], [1.26244, 4.92498, -0.09024], [-0.67901, 4.66306, 0.86495], [0.15608, 3.78679, 2.65423], [-0.96887, 2.61532, -1.53229], [-2.23924, 6.01862, 0.78533], [-3.58048, -0.24394, -4.26467], [-2.86989, -1.33482, -3.46939], [-1.85091, -0.77732, -2.48264], [-2.57848, -0.24377, -0.90274], [-3.95901, 0.24397, -1.21691], [-2.81396, -1.93672, -0.18538], [-4.26669, -2.19760, 0.18534], [-4.70620, -1.41843, 1.41956], [-4.30585, -0.67306, -4.96091], [-2.85783, 0.33613, -4.84287], [-4.09676, 0.43626, -3.59069], [-2.34510, -2.00552, -4.15755], [-3.60811, -1.94690, -2.94061], [-1.34230, 0.11138, -2.86268], [-1.07791, -1.49690, -2.21156], [-2.17750, -1.96629, 0.70266], [-2.43804, -2.67656, -0.89273], [-4.38680, -3.27198, 0.36058], [-4.90314, -1.92621, -0.65906], [-4.09861, -1.68851, 2.28726], [-5.75175, -1.61992, 1.66344], [-4.60451, -0.34711, 1.24684]], "atomic_forces_ev_per_a": [[-0.87, 0.46, -1.70], [0.18, -0.17, 0.14], [-0.07, 0.06, 0.09], [0.04, -0.05, -0.05], [-0.09, 0.18, 0.03], [0.11, -0.14, -0.02], [-0.04, 0.01, -0.01], [-0.14, -0.04, 0.06], [-0.01, 0.00, -0.01], [-0.02, -0.07, -0.05], [0.17, 0.10, 0.33], [0.14, -0.01, -0.06], [-0.02, 0.00, 0.01], [0.00, 0.00, 0.01], [0.01, 0.00, 0.00], [0.35, 0.27, 0.09], [0.04, -0.02, 0.10], [0.00, -0.08, -0.06], [-0.06, 0.00, 0.01], [0.03, 0.00, -0.02], [-0.06, 0.03, -0.01], [-0.12, -0.04, 0.08], [0.31, 0.09, -0.02], [-0.30, -0.27, 0.01], [-0.04, 0.09, 0.03], [0.04, 0.00, 0.00], [-0.12, -0.02, -0.08], [-0.01, 0.00, -0.01], [0.00, 0.00, -0.01], [0.00, 0.01, 0.00], [0.02, 0.02, -0.01], [0.01, -0.02, 0.00], [0.00, 0.01, -0.01], [-0.01, 0.02, 0.03], [0.09, -0.06, -0.05], [0.42, -0.26, 0.47], [0.00, 0.02, 0.15], [0.32, -0.15, 0.67], [-0.20, 0.10, -0.10], [0.00, 0.01, -0.01], [0.00, -0.02, 0.00], [0.04, -0.02, 0.03], [-0.03, 0.04, 0.01], [-0.19, -0.05, -0.06], [0.08, -0.06, 0.03], [0.01, 0.01, 0.02], [-0.02, -0.01, 0.02], [0.00, 0.00, 0.00], [0.00, 0.00, 0.00], [-0.01, 0.00, 0.01], [-0.01, -0.01, 0.01], [-0.01, 0.01, 0.00], [-0.01, 0.00, -0.01], [0.02, 0.03, -0.03], [0.05, 0.00, -0.03], [-0.06, -0.01, -0.01], [-0.01, 0.00, -0.01], [0.01, 0.01, 0.00], [0.01, 0.01, 0.00], [0.00, -0.01, -0.01], [0.00, 0.01, 0.00]], "lowdin_charge": [0.535, 0.662, -0.647, -0.068, -0.216, -0.204, 0.129, -0.215, -0.071, -0.671, 0.496, -0.204, 0.129, 0.107, 0.109, -0.442, -0.417, -0.010, -0.101, -0.121, -0.058, -0.112, -0.306, -0.098, -0.146, -0.078, 0.105, 0.111, 0.094, 0.085, 0.094, 0.081, 0.102, 0.136, -0.087, -0.299, 0.017, -0.002, -0.163, -0.116, -0.294, -0.399, 0.829, -0.541, -0.330, -0.312, -0.119, 0.061, 0.074, 0.060, 0.100, 0.093, 0.039, 0.056, 0.080, 0.076, 0.100, 0.091, 0.063, 0.064, 0.066], "max_force_ev_per_a": 1.959, "total_energy_ev": -172795.9573, "charge": -2, "relative_energy_kcal_mol": 26.33, "homo_lumo_gap_ha": [0.19915, 0.19912]}



2.
{"formula": "C23H23B3Cl44FNO5", "method": "ωB97M-V/def2-TZVPD", "elements": ["C", "C", "O", "N", "C", "C", "C", "C", "B", "O", "B", "C", "C", "C", "O", "O", "B", "C", "C", "C", "F", "O", "H", "H", "H", "H", "H", "H", "H", "H", "H", "H", "H", "H", "H", "H", "H", "H", "H", "H", "H", "H", "H", "H", "H", "Cl", "C", "Cl", "Cl", "Cl", "Cl", "C", "Cl", "Cl", "Cl", "Cl", "C", "Cl", "Cl", "Cl", "Cl", "C", "Cl", "Cl", "Cl", "Cl", "C", "Cl", "Cl", "Cl", "Cl", "C", "Cl", "Cl", "Cl", "Cl", "C", "Cl", "Cl", "Cl", "Cl", "C", "Cl", "Cl", "Cl", "Cl", "C", "Cl", "Cl", "Cl", "Cl", "C", "Cl", "Cl", "Cl", "Cl", "C", "Cl", "Cl", "Cl"], "xyz": [[3.26312, 3.96097, 5.58101], [4.09888, 3.98985, 4.13233], [4.13507, 2.78674, 3.49431], [4.71396, 5.24558, 3.55523], [6.13269, 5.04397, 3.07354], [6.27663, 4.42048, 1.56438], [5.70163, 5.36952, 0.35819], [4.15762, 5.00431, -0.07991], [4.01228, 3.59669, -0.94067], [5.10218, 2.63951, -1.22365], [4.63650, 1.37831, -0.54495], [5.48932, 0.73077, 0.70194], [6.12973, -0.84562, 0.16752], [7.52253, -1.37775, 1.05694], [6.01125, -2.00873, 1.20511], [3.33924, 0.82236, -1.06959], [2.37211, 1.93693, -0.76865], [1.17817, 1.60002, 0.30024], [0.25859, 2.86846, 0.77184], [0.81497, 3.56505, 2.18706], [-0.02207, 3.87762, -0.27481], [2.64351, 3.22018, -1.44191], [3.68785, 3.03608, 6.18409], [2.12379, 3.68477, 5.35518], [3.38397, 4.95853, 6.18159], [4.10460, 5.71393, 2.84943], [6.66585, 4.28875, 3.80867], [6.73284, 6.05203, 3.10318], [5.73158, 3.38620, 1.51993], [7.43069, 4.19610, 1.39802], [6.37106, 5.15286, -0.60581], [5.84311, 6.53754, 0.55822], [3.56951, 4.81336, 0.93857], [3.59153, 5.87766, -0.61670], [4.85896, 0.45638, 1.64946], [6.43973, 1.38204, 0.91147], [6.09190, -1.10045, -1.06034], [8.13994, -2.29567, 0.67451], [7.80752, -0.65307, 1.93449], [0.48181, 0.70910, -0.05969], [1.71237, 1.18985, 1.28587], [-0.80260, 2.41230, 1.07441], [0.89975, 2.77220, 3.06199], [1.80044, 4.17753, 2.03942], [-0.00475, 4.35107, 2.55290], [-0.31915, -1.37177, 5.11311], [0.16738, -0.49159, 3.64223], [0.28284, -1.63229, 2.27845], [-1.04612, 0.75871, 3.26966], [1.75173, 0.27896, 3.90787], [-4.47615, 2.72722, 2.80478], [-5.37917, 1.19961, 2.96559], [-4.98428, 0.43790, 4.52710], [-7.12793, 1.53306, 2.89280], [-4.92838, 0.10055, 1.63770], [6.36116, -4.23160, -1.65949], [5.09820, -3.89129, -2.86945], [4.12901, -2.49347, -2.33917], [5.86124, -3.52452, -4.43723], [4.04168, -5.31553, -3.04192], [-7.45399, 4.96845, 4.07813], [-6.96746, 5.84863, 2.60724], [-6.85201, 4.70793, 1.24346], [-8.18097, 7.09893, 2.23468], [-5.38312, 6.61918, 2.87288], [-8.08273, -3.87922, 0.51238], [-8.13282, -2.27607, -0.26370], [-9.78563, -1.94786, -0.84245], [-7.65865, -1.02937, 0.91764], [-7.00425, -2.24793, -1.64211], [-10.35442, -6.35990, -4.05849], [-9.04065, -5.17058, -4.24405], [-7.67323, -5.92519, -5.10147], [-9.63132, -3.77456, -5.18048], [-8.50391, -4.62272, -2.63588], [7.67040, 1.39807, -6.75636], [7.44118, -0.27564, -6.18973], [8.12705, -1.40607, -7.38394], [8.26655, -0.49127, -4.62546], [5.70090, -0.60305, -5.99307], [-8.00472, -8.47423, -2.56779], [-6.36624, -8.06571, -1.99910], [-5.82913, -9.28153, -0.81262], [-5.24405, -8.05005, -3.38297], [-6.38719, -6.45714, -1.23325], [-11.57353, -4.26271, -1.90590], [-13.08240, -4.09104, -0.97383], [-13.84788, -2.53050, -1.36520], [-14.19360, -5.41932, -1.39284], [-12.71448, -4.15180, 0.76841], [-3.37442, 1.85050, -1.62405], [-4.49257, 0.71206, -2.41691], [-4.50121, 1.01399, -4.17281], [-3.95921, -0.95899, -2.10421], [-6.13517, 0.94273, -1.76644], [2.36067, -8.28291, -3.42942], [3.82875, -9.28325, -3.56726], [5.20073, -8.43119, -2.81487], [3.56791, -10.83814, -2.73723], [4.18542, -9.58076, -5.28735]], "atomic_forces_ev_per_a": [[0.40, -0.30, -0.76], [-0.97, -5.16, -2.61], [0.23, 7.20, 3.63], [-0.12, -1.88, 0.77], [1.01, -0.86, -0.85], [0.23, -0.13, 0.04], [0.65, 0.06, -1.23], [0.16, -0.03, 1.05], [-0.50, -0.44, -1.35], [-3.13, -0.43, 2.94], [-0.75, 0.17, -1.67], [1.13, -2.23, -0.92], [2.57, -1.22, 1.92], [-4.86, -0.40, -1.13], [2.50, 4.05, -2.50], [1.21, 3.47, 2.66], [0.72, -0.45, -1.70], [-0.43, 0.29, 0.55], [-1.02, -0.74, 1.67], [-1.01, 0.85, -0.33], [0.88, -2.00, 2.05], [2.17, -1.87, 3.44], [-0.74, 2.05, -1.29], [2.56, 0.86, 0.35], [-0.33, -2.00, -1.27], [0.58, -0.70, 0.91], [-1.16, 1.62, -1.41], [-1.40, -1.79, 0.08], [0.96, 2.01, 0.19], [-2.37, 0.60, 0.26], [-1.36, 0.49, 2.12], [-0.42, -2.57, -0.14], [0.93, 0.30, -2.16], [1.15, -1.61, 0.96], [1.25, 0.77, -1.78], [-1.96, -1.29, -0.12], [-0.05, 0.45, 3.83], [-0.91, 2.43, 0.74], [-0.47, -1.89, -1.78], [1.52, 1.89, 0.57], [-1.08, 0.86, -2.10], [2.22, 1.21, -0.92], [0.06, 1.57, -2.17], [-1.72, -1.44, 0.22], [1.70, -1.66, -0.91], [0.10, 0.23, -0.36], [0.05, -0.12, 0.01], [-0.03, 0.30, 0.34], [0.14, -0.37, 0.16], [-0.31, -0.17, -0.02], [-0.11, -0.39, 0.08], [0.13, -0.07, -0.02], [-0.10, 0.19, -0.38], [0.41, -0.10, 0.06], [0.37, 0.52, 0.52], [-0.30, 0.09, -0.26], [-0.05, -0.03, -0.03], [0.18, -0.32, -0.18], [-0.19, -0.24, 0.46], [0.23, 0.54, 0.04], [0.12, 0.25, -0.33], [-0.03, -0.04, -0.04], [-0.10, 0.40, 0.26], [0.30, -0.30, 0.10], [-0.36, -0.20, -0.06], [-0.02, 0.32, -0.08], [-0.12, 0.26, -0.01], [0.65, 0.22, 0.28], [-0.53, -0.62, -0.49], [-0.10, 0.22, 0.69], [0.31, 0.16, -0.26], [0.00, -0.06, 0.02], [-0.32, 0.24, 0.20], [0.12, -0.31, 0.23], [-0.59, -0.51, -1.11], [-0.04, -0.41, 0.14], [-0.07, 0.04, 0.01], [-0.16, 0.25, 0.29], [-0.20, 0.04, -0.36], [0.45, 0.25, -0.14], [0.44, 0.09, 0.20], [0.00, 0.01, 0.03], [-0.12, 0.28, -0.28], [-0.23, -0.03, 0.34], [0.32, -0.66, -0.01], [-0.92, -0.13, 0.37], [0.08, -0.02, -0.08], [0.18, -0.33, 0.10], [0.23, 0.30, 0.10], [-0.07, 0.02, -0.41], [-0.25, -0.29, -0.18], [-0.02, 0.14, 0.01], [0.00, -0.10, 0.44], [0.00, 0.40, -0.07], [0.46, 0.17, -0.19], [0.30, -0.23, -0.03], [0.12, -0.03, 0.02], [-0.31, -0.40, -0.19], [0.04, 0.38, -0.21], [-0.10, 0.08, 0.42]], "lowdin_charge": [-0.035, -0.278, -0.096, -0.026, -0.211, -0.185, -0.201, -0.073, -0.360, 0.158, -0.372, 0.009, -0.172, -0.018, -0.231, 0.126, -0.371, -0.023, -0.284, -0.075, -0.095, 0.167, 0.096, 0.090, 0.083, 0.111, 0.134, 0.124, 0.084, 0.127, 0.121, 0.122, 0.094, 0.129, 0.127, 0.106, 0.121, 0.101, 0.107, 0.132, 0.098, 0.105, 0.024, 0.062, 0.098, 0.524, -1.980, 0.533, 0.539, 0.547, 0.492, -1.974, 0.524, 0.490, 0.472, 0.529, -1.978, 0.553, 0.491, 0.485, 0.499, -2.009, 0.488, 0.516, 0.508, 0.515, -1.958, 0.499, 0.476, 0.459, 0.490, -1.971, 0.517, 0.531, 0.412, 0.512, -2.013, 0.509, 0.500, 0.489, 0.504, -1.994, 0.519, 0.506, 0.477, 0.442, -1.991, 0.515, 0.517, 0.515, 0.514, -2.001, 0.523, 0.494, 0.484, 0.497, -2.007, 0.492, 0.512, 0.512], "max_force_ev_per_a": 8.064, "smiles": "CC(=O)NCCCCB1OB(C[C@H]2CO2)OB(C[C@@H](C)F)O1.ClC(Cl)(Cl)Cl.ClC(Cl)(Cl)Cl.ClC(Cl)(Cl)Cl.ClC(Cl)(Cl)Cl.ClC(Cl)(Cl)Cl.ClC(Cl)(Cl)Cl.ClC(Cl)(Cl)Cl.ClC(Cl)(Cl)Cl.ClC(Cl)(Cl)Cl.ClC(Cl)(Cl)Cl.ClC(Cl)(Cl)Cl", "total_energy_ev": -591677.7345, "homo_lumo_gap_ha": 0.35485}